Entry from the Open Molecules 2025 dataset: C31H50B2N6O2RuSi2 as an isolated structure in a non-equilibrium geometry (wB97M-V/def2-TZVPD).

Each line ends with the Löwdin charge.
Cartesian coordinates (Å):
Ru (0.50273, -0.17416, -0.07277)  1.076
C (-0.39220, -2.62555, -3.07656)  -0.022
C (-0.33059, -3.21449, -1.71182)  -0.352
C (-0.78348, -4.47900, -1.32291)  -0.004
C (-0.50510, -4.56751, 0.02729)  -0.287
C (-0.77239, -5.70697, 0.94686)  -0.028
N (0.08023, -3.40860, 0.40010)  0.021
N (0.19214, -2.59100, -0.66083)  0.035
B (0.74063, -3.06327, 1.74401)  -0.519
N (0.11086, -1.85165, 2.48540)  0.026
N (0.52895, -0.60146, 2.22463)  -0.016
C (0.12931, 0.19172, 3.20843)  -0.339
C (0.48521, 1.63687, 3.19981)  -0.029
C (-0.59826, -0.55906, 4.13847)  0.008
C (-0.59920, -1.84989, 3.63666)  -0.284
C (-1.28458, -3.05044, 4.18853)  -0.027
N (2.19215, -2.67037, 1.41894)  0.016
N (2.46940, -1.54170, 0.75713)  0.035
C (3.78669, -1.42908, 0.67277)  -0.344
C (4.43102, -0.24442, 0.04075)  -0.043
C (4.38641, -2.53893, 1.28228)  0.002
C (3.33327, -3.30792, 1.74150)  -0.284
C (3.37644, -4.62471, 2.43564)  -0.034
H (-1.15093, -3.13980, -3.66443)  0.079
H (-0.63313, -1.56452, -3.02667)  0.047
H (0.56722, -2.73524, -3.58409)  0.076
H (-1.25328, -5.21349, -1.94749)  0.100
H (-1.27158, -6.50086, 0.39713)  0.075
H (0.15113, -6.10191, 1.36899)  0.071
H (-1.41345, -5.40621, 1.77279)  0.070
H (0.71193, -4.01192, 2.45690)  0.110
H (1.30286, 1.78767, 2.49058)  0.072
H (-0.36390, 2.22822, 2.86238)  0.060
H (0.78235, 1.97654, 4.19179)  0.078
H (-1.04715, -0.20991, 5.05007)  0.100
H (-1.87992, -2.76155, 5.05278)  0.076
H (-1.93931, -3.49319, 3.43746)  0.073
H (-0.56555, -3.80882, 4.49708)  0.074
H (3.65118, 0.47715, -0.21029)  0.051
H (5.14369, 0.21845, 0.72551)  0.074
H (4.96554, -0.52725, -0.86773)  0.074
H (5.43425, -2.75075, 1.37652)  0.096
H (4.40915, -4.94773, 2.54549)  0.073
H (2.92186, -4.56225, 3.42223)  0.076
H (2.83125, -5.37623, 1.86689)  0.074
C (-2.98925, 0.82948, 1.18061)  -0.204
Si (-1.96095, -0.25376, -0.08617)  0.593
C (-3.05813, -1.87506, 0.04219)  -0.224
C (-2.24328, 0.41101, -1.86627)  -0.303
C (-3.54486, 0.36590, -2.34668)  -0.133
C (-3.88515, 0.75515, -3.62845)  -0.100
C (-2.86840, 1.18200, -4.49391)  -0.109
C (-1.57327, 1.23469, -4.04973)  -0.127
C (-1.20197, 0.89155, -2.73281)  -0.291
Si (0.60096, 1.14068, -2.21158)  0.540
C (2.03162, -0.18942, -2.56025)  -0.216
C (1.34968, 2.38644, -3.52534)  -0.208
H (-3.99719, 1.00448, 0.81080)  0.010
H (-2.52087, 1.78992, 1.35228)  -0.020
H (-3.07527, 0.32152, 2.13774)  0.007
H (-4.09976, -1.62212, 0.22597)  0.007
H (-2.71401, -2.49947, 0.86146)  -0.004
H (-3.00598, -2.46695, -0.86483)  0.006
H (-4.33035, 0.01126, -1.68992)  0.088
H (-4.91336, 0.72087, -3.96609)  0.088
H (-3.10524, 1.45563, -5.51579)  0.090
H (-0.80324, 1.55406, -4.73812)  0.083
H (1.92100, -0.57558, -3.56844)  0.015
H (2.03762, -1.03572, -1.86342)  -0.023
H (2.99519, 0.31099, -2.50990)  0.017
H (1.69939, 1.84715, -4.39884)  0.009
H (2.20341, 2.90282, -3.09924)  0.020
H (0.64975, 3.14714, -3.85514)  0.008
C (1.24177, 4.98636, 1.27930)  -0.013
C (0.74144, 4.47178, -0.07973)  -0.479
C (0.98685, 5.55291, -1.13379)  -0.012
O (1.49730, 3.32364, -0.43252)  0.011
B (0.68771, 2.16589, -0.38733)  -0.825
O (-0.57392, 2.54689, 0.11958)  -0.063
C (-0.73919, 3.94817, -0.02648)  -0.473
C (-1.57501, 4.50388, 1.12863)  -0.015
C (-1.50984, 4.17366, -1.33536)  -0.002
H (2.31593, 5.15751, 1.21899)  0.087
H (1.05985, 4.25007, 2.05733)  0.071
H (0.74787, 5.92181, 1.53468)  0.080
H (2.01844, 5.89150, -1.06043)  0.084
H (0.32664, 6.40487, -0.98320)  0.084
H (0.83426, 5.14115, -2.12504)  0.075
H (-1.18005, 4.18459, 2.08840)  0.070
H (-2.58861, 4.12045, 1.03669)  0.080
H (-1.60690, 5.59094, 1.09100)  0.086
H (-0.95751, 3.74948, -2.16838)  0.070
H (-1.70574, 5.22730, -1.51008)  0.082
H (-2.45324, 3.63765, -1.27063)  0.094

Values from the calculation:
- spin multiplicity = 6
- frontier orbital gap (spin up / spin down) (Eh) = 0.1355 / 0.2670
- total charge = -1
- energy above the lowest of the compared OMol25 structures with the same formula, charge and spin (eV) = 1.349

---

Entry from the Open Molecules 2025 dataset: F24NaP4 as an isolated structure (wB97M-V/def2-TZVPD).

Each line ends with the Löwdin charge.
Cartesian coordinates (Å):
Na (0.42501, 0.48485, -0.54060)  0.557
P (-0.26786, -2.07791, -3.11621)  0.145
F (0.65221, -1.34595, -4.25418)  -0.198
F (-1.54634, -1.91524, -4.11427)  -0.189
F (0.05928, -3.51816, -3.79420)  -0.188
F (-1.19758, -2.76268, -2.02529)  -0.132
F (1.02369, -2.21144, -2.17705)  -0.148
F (-0.58118, -0.59417, -2.47469)  -0.182
P (2.65092, 2.27972, 1.30553)  0.149
F (4.01861, 1.45476, 1.57024)  -0.172
F (3.52121, 3.54824, 0.78973)  -0.187
F (2.62832, 1.73178, -0.26917)  -0.200
F (1.28526, 3.06788, 1.00860)  -0.149
F (1.82147, 0.96100, 1.72104)  -0.146
F (2.68752, 2.87397, 2.79350)  -0.157
P (-2.82732, 2.20494, 0.03568)  0.153
F (-2.93283, 3.22795, -1.22185)  -0.186
F (-1.71026, 3.15411, 0.69212)  -0.158
F (-4.00241, 3.02286, 0.80137)  -0.189
F (-2.70657, 1.18416, 1.25870)  -0.141
F (-3.94449, 1.26776, -0.66897)  -0.172
F (-1.64123, 1.37044, -0.78061)  -0.202
P (0.36643, -2.47649, 1.91100)  0.150
F (1.27490, -1.55514, 0.92425)  -0.166
F (1.71789, -3.06010, 2.60458)  -0.192
F (0.31997, -1.28829, 3.00129)  -0.167
F (-0.52603, -3.40312, 2.93849)  -0.211
F (-0.97574, -1.91976, 1.22416)  -0.151
F (0.40715, -3.70599, 0.85681)  -0.172

Values from the calculation:
- frontier orbital gap (Eh) = 0.3748
- total charge = -3
- energy above the lowest of the compared OMol25 structures with the same formula, charge and spin (eV) = 0.072

---

- What is the formula in the first record?
  C31H50B2N6O2RuSi2

---

- total charge of number 1 (C31H50B2N6O2RuSi2)?
  -1

---

- Which formula does entry 1 have?
  C31H50B2N6O2RuSi2